Entry 1:
ORCA calculation (ωB97M-V/def2-TZVPD) on 7 unconnected molecules or ions with the total composition C39H44N5O6 in a non-equilibrium geometry.

Summary:
total charge: +1
HOMO-LUMO gap: 7.13 eV
LUMO: -2.5 eV
energy relative to the best compared isomer or geometry (same formula, charge and spin): 102.9 kcal per mole
molecular weight: 678.81 g/mol
total energy: -2236.961305 a.u.

Each line ends with the Löwdin charge.
Element x y z (Å)
C1 0.4866 -1.6647 -1.7793  -0.0229
C2 0.0210 -0.9937 -0.4417  -0.1555
N1 0.9120 0.1049 -0.2070  -0.0108
C3 0.4859 1.4754 -0.1027  0.0514
C4 1.5758 2.2807 0.2944  0.0180
N2 2.5710 1.3620 0.5238  -0.0727
C5 2.2023 0.0115 0.2901  0.0564
C6 4.0124 1.6333 1.0022  0.0317
H1 0.4606 -1.0505 -2.7084  0.0882
H2 -0.1960 -2.5952 -1.6688  0.0889
H3 1.3813 -2.1509 -1.7086  0.0182
H4 0.0963 -1.6386 0.3087  0.0648
H5 -1.0601 -0.8683 -0.5088  0.1212
H6 -0.4366 1.7856 -0.3937  0.0740
H7 1.7573 3.3196 0.5340  0.1180
H8 2.8609 -0.7734 0.2659  0.1124
H9 4.0479 1.5012 2.1328  0.0891
H10 4.3197 2.6583 0.6960  0.1016
H11 4.6308 0.7455 0.7111  0.0985
N3 -0.1116 -4.9638 1.2959  0.0315
C7 -0.1254 -4.8881 -0.0680  -0.1093
C8 1.1304 -4.9303 -0.8434  -0.0535
C9 2.3045 -5.1047 -0.0793  -0.0502
C10 2.3257 -5.2439 1.4109  -0.0231
C11 1.0086 -5.2004 1.9924  -0.1825
H12 -0.9625 -4.8741 -0.7565  0.0853
H13 1.1746 -4.6346 -1.7944  0.0421
H14 3.1562 -5.2752 -0.6204  0.0612
H15 3.3855 -5.2584 1.6707  0.0970
H16 1.0433 -5.1722 3.1436  0.1238
N4 3.7697 -1.7810 2.5090  0.0297
C12 2.5146 -1.8789 2.8696  -0.1625
C13 1.9206 -1.3172 4.0749  -0.0160
C14 2.7505 -0.6736 5.0217  0.0281
C15 4.2166 -0.6580 4.5618  -0.0084
C16 4.5907 -1.0258 3.2486  -0.1877
H17 1.8913 -2.3634 2.1466  0.0741
H18 0.9710 -1.3349 4.4109  0.0572
H19 2.5181 -0.0714 5.7923  0.0416
H20 5.0005 -0.0316 4.9273  0.0767
H21 5.6901 -1.0852 3.0732  0.1196
N5 -5.0539 -2.0094 -2.6838  0.0616
C17 -4.0725 -2.9028 -2.2399  -0.1816
C18 -3.1939 -3.4198 -3.0154  -0.1245
C19 -3.2175 -3.0461 -4.4080  -0.0248
C20 -4.1707 -2.0563 -4.9445  -0.1101
C21 -4.9561 -1.4548 -4.0252  -0.1253
H22 -4.3667 -2.9897 -1.1802  0.1200
H23 -2.6219 -4.0736 -2.6057  0.0260
H24 -2.6188 -3.6498 -5.3088  0.1538
H25 -4.0447 -1.6885 -5.9871  0.1042
H26 -5.7906 -0.7835 -4.3336  0.1108
C22 -4.9488 -0.0074 1.9437  0.0151
C23 -6.0894 0.9709 1.7691  0.0603
C24 -5.9844 1.8449 0.6508  -0.3365
C25 -4.8982 1.8643 -0.2169  -0.0130
C26 -3.7545 1.0760 -0.1035  0.0639
C27 -3.8233 0.0381 1.0621  -0.2507
O1 -2.7527 -0.7894 1.2587  -0.0318
O2 -6.9923 2.6231 0.3528  0.1292
H27 -4.9431 -0.6459 2.7496  0.0661
H28 -6.7892 0.8490 2.4339  0.0419
H29 -4.9175 2.4587 -1.0480  0.0921
H30 -3.1562 1.2598 -0.8076  0.0053
H31 -2.8798 -1.4245 2.0299  0.1419
H32 -7.5591 2.7810 0.9884  0.0344
C28 -0.9133 0.5495 -6.2242  0.0492
C29 -0.8789 0.8685 -4.6625  0.0390
C30 -0.5496 2.1026 -4.0861  -0.3099
C31 -0.0444 2.9910 -4.9947  -0.0199
C32 0.1627 2.6960 -6.3333  0.0081
C33 -0.2778 1.5359 -6.9508  -0.2867
O3 -0.0859 1.1616 -8.3070  0.0396
O4 -0.8623 2.3935 -2.7644  0.0531
H33 -1.2467 -0.5500 -6.5770  0.1525
H34 -1.1697 0.0097 -4.1858  0.0395
H35 0.1157 3.9498 -4.7287  0.0876
H36 0.8093 3.2666 -6.7472  0.0600
H37 -0.6417 0.5552 -8.6952  0.0475
H38 -0.5064 3.2364 -2.7162  0.0564
C34 4.2876 3.9288 3.7971  0.0175
C35 3.9896 3.3571 5.1519  0.0708
C36 2.6506 3.0732 5.5315  -0.3038
C37 1.6003 3.4594 4.7601  0.0207
C38 1.8355 4.2802 3.5647  0.0693
C39 3.2094 4.2517 3.0543  -0.2798
O5 3.3853 5.0731 1.8898  0.0152
O6 2.4791 2.4216 6.7634  0.0241
H39 5.1289 3.9010 3.3623  0.0461
H40 4.8804 3.1018 5.6727  0.1015
H41 0.6864 3.4428 4.9892  0.0396
H42 1.0892 4.7801 3.2182  0.0441
H43 2.5995 5.4212 1.5924  0.0373
H44 1.5710 2.5415 7.0671  0.1076


Entry 2:
ORCA calculation (ωB97M-V/def2-TZVPD) on a molecular structure, C39H45As2N3OP2Tm in a non-equilibrium geometry.

Summary:
total charge: +3
HOMO-LUMO gap (spin up / spin down): 7.41 / 7.47 eV
LUMO (spin up / spin down): -8.5 / -8.5 eV
multiplicity: 3
molecular weight: 952.54 g/mol
total energy: -7991.169619 a.u.

Each line ends with the Mulliken spin population.
Element x y z (Å)
Tm1 14.4946 14.6213 9.5591  2.0304
C1 16.8536 17.9010 8.9526  0.0001
As1 15.1153 17.3134 8.2562  -0.0035
C2 15.0558 17.4461 6.3604  -0.0005
C3 13.9499 18.6535 9.0228  -0.0017
C4 13.6942 19.8548 8.3653  -0.0001
C5 12.8348 20.8256 8.9125  0.0000
C6 12.1727 20.5376 10.0664  0.0000
C7 12.4427 19.3804 10.7345  -0.0001
C8 13.3349 18.4462 10.2345  -0.0008
As2 13.7110 16.9194 11.2847  -0.0005
C9 12.1802 16.5146 12.4228  -0.0005
C10 14.9827 17.5862 12.5181  0.0000
H1 17.1054 17.3254 9.7790  0.0003
H2 16.8478 18.9549 9.2622  -0.0001
H3 17.6710 17.8756 8.2451  0.0000
H4 15.4115 18.3935 5.9924  0.0000
H5 13.9417 17.3154 6.1537  0.0002
H6 15.5680 16.5711 6.0616  0.0000
H7 14.1147 20.0812 7.3625  0.0000
H8 12.6152 21.7255 8.3272  0.0000
H9 11.4708 21.2263 10.4420  0.0000
H10 11.8474 19.0636 11.5401  0.0000
H11 11.6963 15.5972 12.0004  0.0000
H12 11.4251 17.2658 12.4837  -0.0001
H13 12.5629 16.3698 13.4436  0.0000
H14 14.6513 18.4127 13.1413  -0.0003
H15 15.8657 17.9897 12.0334  0.0000
H16 15.3074 16.8477 13.3071  0.0001
N1 16.5419 12.1958 10.9765  0.0001
P1 16.6493 13.8052 11.6308  -0.0043
C11 18.3842 14.3686 11.3642  -0.0010
C12 19.1954 13.6376 10.5307  -0.0004
C13 20.3414 14.2979 10.0687  0.0002
C14 20.6474 15.5818 10.4811  -0.0003
C15 19.8433 16.2687 11.3592  0.0001
C16 18.6858 15.6787 11.7808  -0.0004
C17 16.4902 13.8155 13.4211  -0.0004
C18 17.5858 13.5826 14.2674  -0.0003
C19 17.3270 13.6141 15.6688  -0.0001
C20 16.0985 13.8606 16.1256  -0.0001
C21 15.0471 14.1026 15.2536  0.0002
C22 15.1661 14.0083 13.8705  0.0004
P2 15.2020 11.9605 9.9289  -0.0100
C23 15.0151 10.1985 10.0125  -0.0011
C24 14.2636 9.6966 11.1004  -0.0003
C25 14.0719 8.3564 11.2745  0.0000
C26 14.6058 7.4932 10.3093  -0.0002
C27 15.2822 7.9469 9.1998  0.0000
C28 15.5087 9.3345 9.0709  -0.0001
C29 15.6816 12.5457 8.3097  -0.0035
C30 15.0271 12.1644 7.1739  -0.0004
C31 15.2189 12.7765 5.9190  -0.0004
C32 16.1842 13.7295 5.8065  -0.0001
C33 16.8567 14.2454 6.9642  -0.0023
C34 16.6451 13.6499 8.1978  0.0020
H17 17.1555 11.4697 11.2580  0.0001
H18 18.9257 12.6556 10.2349  0.0000
H19 21.0719 13.6733 9.4723  0.0000
H20 21.5686 16.0485 10.0849  0.0000
H21 20.1289 17.2115 11.8091  0.0000
H22 17.9534 16.1905 12.4366  0.0001
H23 18.5758 13.3802 13.9312  0.0000
H24 18.1189 13.3989 16.3510  0.0000
H25 15.8164 13.8639 17.2155  0.0000
H26 14.0732 14.4828 15.6228  0.0000
H27 14.3294 14.1035 13.2565  -0.0001
H28 13.8619 10.4408 11.8287  0.0000
H29 13.4458 7.9118 12.0800  0.0000
H30 14.4945 6.4328 10.5070  0.0000
H31 15.7440 7.3347 8.4343  0.0000
H32 16.0979 9.6998 8.2143  0.0000
H33 14.3226 11.3725 7.2851  0.0000
H34 14.7185 12.4758 5.0467  0.0001
H35 16.5052 14.1086 4.8263  -0.0001
H36 17.6745 15.0467 6.8722  0.0002
H37 17.2833 13.7499 9.0389  0.0010
N2 12.2664 14.3266 8.6929  -0.0014
C35 11.3723 13.6237 8.4240  0.0001
N3 10.5065 12.7668 8.0124  -0.0003
C36 9.8710 12.8941 6.6642  0.0000
C37 8.5505 13.5916 6.9077  0.0000
O1 7.7741 12.7162 7.7509  0.0000
C38 8.3338 12.6940 9.0290  0.0000
C39 9.7135 12.0829 9.0510  0.0000
H38 9.7078 11.8887 6.2493  0.0000
H39 10.4852 13.5847 6.1304  0.0000
H40 8.0208 13.6759 5.9508  0.0000
H41 8.7142 14.5163 7.4073  0.0000
H42 7.6845 12.0606 9.5905  0.0000
H43 8.4048 13.7378 9.4844  0.0000
H44 9.7105 11.0293 8.8694  0.0000
H45 10.2160 12.2990 10.0190  0.0000


Entry 3:
ORCA calculation (ωB97M-V/def2-TZVPD) on 3 unconnected molecules or ions with the total composition C39H45FN2O7 in a non-equilibrium geometry.

Summary:
HOMO-LUMO gap: 7.37 eV
LUMO: -0.8 eV
SMILES: C#Cc1c(NCCC)cc2c(c1CCC(=O)Nc1ccccc1)C(=O)c1c(OCCC)c(CCF)cc(O)c1C2=O.CC(C)=O.CC(C)=O
molecular weight: 672.79 g/mol
total energy: -2248.791218 a.u.

Each line ends with the Löwdin charge.
Element x y z (Å)
C1 5.3076 -1.3788 2.5853  0.1043
C2 4.5619 -0.5445 2.0798  -0.0996
C3 3.4131 0.4996 1.9438  -0.0727
C4 3.7410 1.9451 2.2416  -0.1587
N1 5.0574 2.4110 2.6226  -0.0089
C5 6.0890 2.1788 1.5501  -0.2230
C6 6.8356 3.4936 1.0573  -0.2085
C7 6.5020 3.7512 -0.5071  -0.1122
C8 2.6518 3.0112 2.1319  0.0719
C9 1.2934 2.5393 1.7552  -0.0345
C10 0.9499 1.0767 1.4812  0.0021
C11 2.0162 0.0370 1.5496  -0.0638
C12 1.7571 -1.4754 1.2383  -0.1058
C13 2.6410 -1.9358 -0.0428  -0.0856
C14 1.7324 -2.2638 -1.2977  -0.4027
O1 1.1789 -1.3485 -1.8948  0.0744
N2 1.6083 -3.6608 -1.7417  0.0695
C15 0.3152 -4.2194 -1.2870  -0.2062
C16 -0.9369 -3.5723 -1.7846  -0.0164
C17 -2.2676 -4.0828 -1.3319  -0.0646
C18 -2.2745 -5.2554 -0.3812  -0.0881
C19 -1.0125 -5.9041 0.1197  -0.0717
C20 0.3334 -5.3959 -0.3360  -0.0080
C21 -0.5394 0.7767 1.1410  -0.2276
O2 -1.1309 -0.2666 1.4178  0.0745
C22 -1.4249 1.8893 0.4244  0.0516
C23 -2.6130 1.5477 -0.4502  -0.1215
O3 -2.9962 0.2064 -0.6731  -0.0921
C24 -3.9749 -0.2007 0.3162  -0.2098
C25 -5.1389 -1.1086 -0.3249  -0.2005
C26 -6.1410 -1.4276 0.8971  -0.1182
C27 -3.4103 2.6896 -1.0517  -0.0814
C28 -4.6890 2.4875 -1.9467  -0.1238
C29 -4.4186 1.7601 -3.3274  -0.1736
F1 -3.2464 2.2734 -3.9510  -0.0754
C30 -2.9907 4.1237 -0.7855  0.0630
C31 -1.8180 4.4778 0.0852  -0.1931
O4 -1.4697 5.8033 0.3497  0.0024
C32 -1.0530 3.3201 0.6844  0.0170
C33 0.1610 3.6276 1.6338  -0.2644
O5 0.2746 4.6564 2.2949  0.0793
H1 5.8935 -2.1795 3.1129  0.0603
H2 4.9889 3.4399 2.6934  0.0949
H3 5.5629 1.6250 0.7072  0.1053
H4 6.8321 1.4264 1.9800  0.1100
H5 7.9525 3.2845 1.1419  0.1024
H6 6.6387 4.4107 1.6856  0.1016
H7 5.6478 3.0912 -0.8655  0.0701
H8 7.4183 3.5629 -1.1404  0.0700
H9 6.1289 4.8231 -0.5966  0.0699
H10 2.8381 4.1045 2.3100  0.1179
H11 0.6906 -1.7289 0.9780  0.1062
H12 2.0315 -2.1301 2.1280  0.1289
H13 3.2839 -1.0350 -0.3212  0.1192
H14 3.3484 -2.7818 0.1973  0.1074
H15 2.3386 -4.2133 -1.2782  0.0987
H16 -0.8478 -2.7087 -2.5016  0.1055
H17 -3.1881 -3.5573 -1.7023  0.0801
H18 -3.2856 -5.6099 -0.0345  0.0830
H19 -1.0912 -6.7720 0.8428  0.0710
H20 1.3083 -5.8450 0.0220  0.0971
H21 -4.4512 0.6856 0.8602  0.1397
H22 -3.5286 -0.8432 1.1450  0.1198
H23 -5.6518 -0.6030 -1.1925  0.0971
H24 -4.6303 -2.0871 -0.5965  0.0914
H25 -5.4716 -1.7461 1.7637  0.0791
H26 -6.7102 -0.5110 1.2318  0.0736
H27 -6.8256 -2.2634 0.5749  0.0716
H28 -5.4466 1.9148 -1.3189  0.1182
H29 -5.1531 3.5026 -2.1727  0.1171
H30 -4.3834 0.6394 -3.1926  0.1136
H31 -5.3040 1.9674 -4.0138  0.1227
H32 -3.5868 4.9705 -1.2457  0.1187
H33 -2.2537 6.3130 0.6424  0.1294
C34 -0.6067 7.3328 -2.4688  -0.0261
C35 -1.5653 7.6254 -3.5932  -0.5045
C36 -1.1135 7.2952 -4.9923  -0.0260
O6 -2.6593 8.1081 -3.3804  0.0562
H34 -1.0632 7.6195 -1.5215  0.0693
H35 -0.3830 6.2644 -2.4402  0.0867
H36 0.3116 7.9083 -2.6035  0.0868
H37 -0.9111 6.2254 -5.0750  0.0863
H38 -0.2177 7.8688 -5.2389  0.0840
H39 -1.9028 7.5578 -5.6985  0.0816
C37 0.8653 -10.4955 2.2581  -0.0234
C38 0.5079 -9.0362 2.1464  -0.4967
C39 -0.0875 -8.3739 3.3623  -0.0220
O7 0.6922 -8.4183 1.1174  0.0515
H40 1.2824 -10.8390 1.3103  0.0837
H41 1.6128 -10.6364 3.0414  0.0859
H42 -0.0288 -11.0815 2.4800  0.0863
H43 0.6178 -8.4212 4.1944  0.0870
H44 -1.0237 -8.8661 3.6332  0.0883
H45 -0.2949 -7.3259 3.1389  0.0761